i) Density functional theory data (the ωB97M-V functional and the def2-TZVPD basis) for a structure of composition C4H5FN2S.

As for the total charge: 0. As for the gap between HOMO and LUMO: 8.2 eV. As for the highest occupied orbital energy: -8.03 eV. The calculation puts the LUMO energy at 0.008 Ha.

```
13
C4H5FN2S | OMol25 | the ωB97M-V functional and the def2-TZVPD basis
S 0.28 -1.35 0.73
F -1.87 2.22 0.28
N 0.10 -0.08 -1.18
N 1.21 -2.79 0.67
C 2.18 -2.86 1.49
C -0.40 0.95 -0.99
C -0.79 3.31 -1.49
C -1.02 2.23 -0.76
H -0.09 3.27 -2.31
H 2.79 -3.76 1.47
H -1.29 4.24 -1.25
H -0.56 -1.72 -0.25
H 2.46 -2.08 2.21
```



ii) Density functional theory data (the ωB97M-V functional and the def2-TZVPD basis) for the molecule C4H5FN2S.

Its SMILES is FCc1cnc(S)[nH]1. As for the total charge: 0. As for the gap between HOMO and LUMO: 8.8 eV. As for the highest occupied orbital energy: -8.21 eV. The calculation puts the LUMO energy at 0.022 Ha.

```
13
C4H5FN2S | OMol25 | the ωB97M-V functional and the def2-TZVPD basis
S -3.18 -0.73 0.02
F 2.02 -1.48 0.04
N -1.48 1.32 0.03
N -0.44 -0.60 -0.02
C 0.55 0.34 -0.03
C -0.13 1.54 -0.03
C -1.63 0.04 0.05
C 1.97 -0.05 0.03
H 2.46 0.35 0.92
H -2.64 -1.95 -0.05
H -0.30 -1.60 -0.16
H 0.28 2.54 0.05
H 2.53 0.28 -0.86
```



iii) Density functional theory data (the ωB97M-V functional and the def2-TZVPD basis) for the molecule C4H5FN2S.

Its SMILES is Cc1nc(S)[nH]c1F. As for the total charge: 0. As for the gap between HOMO and LUMO: 9.4 eV. As for the highest occupied orbital energy: -8.68 eV. The calculation puts the LUMO energy at 0.025 Ha.

```
13
C4H5FN2S | OMol25 | the ωB97M-V functional and the def2-TZVPD basis
S -0.70 2.87 1.38
F -0.66 -0.62 -2.27
N 0.40 0.37 0.95
N -0.84 1.12 -0.73
C 1.14 -1.86 0.04
C -0.34 1.36 0.53
C -0.36 -0.10 -1.09
C 0.40 -0.58 -0.06
H -1.57 2.36 2.27
H 1.01 -2.46 -0.88
H 0.76 -2.48 0.89
H -1.44 1.72 -1.24
H 2.20 -1.69 0.20
```



Most stable of them? iii).



i) Density functional theory data (the ωB97M-V functional and the def2-TZVPD basis) for a cluster of 2 separate species, C6H8N2O2 in total.

Its SMILES is O=c1cc[nH]c(=O)[nH]1.C=C. As for the total charge: 0. As for the gap between HOMO and LUMO: 9.9 eV. As for the highest occupied orbital energy: -9.59 eV. The calculation puts the LUMO energy at 0.012 Ha.

```
18
C6H8N2O2 | OMol25 | the ωB97M-V functional and the def2-TZVPD basis
O 1.10 1.08 -2.98
O 0.02 -2.44 -0.46
N -1.28 -0.57 -0.29
N 0.66 -0.58 -1.54
C -0.19 -1.26 -0.75
C -1.00 1.26 -1.78
C 0.32 0.69 -2.16
C 0.54 0.23 2.02
C -1.68 0.66 -0.75
C 1.54 -0.22 2.81
H -0.17 1.13 2.22
H -1.75 -1.11 0.48
H 2.00 0.44 3.52
H 1.63 -1.00 -1.72
H 0.02 -0.48 1.44
H 1.96 -1.16 2.60
H -1.15 2.28 -2.24
H -2.58 1.08 -0.43
```



ii) Density functional theory data (the ωB97M-V functional and the def2-TZVPD basis) for a structure of composition C6H8N2O2.

As for the total charge: 0. As for the gap between HOMO and LUMO: 9.8 eV. As for the highest occupied orbital energy: -9.90 eV. The calculation puts the LUMO energy at -0.006 Ha.

```
18
C6H8N2O2 | OMol25 | the ωB97M-V functional and the def2-TZVPD basis
O -4.03 -0.35 0.15
O 0.33 0.34 1.06
N -0.23 -1.79 0.47
N -1.84 -0.07 0.91
C 2.98 3.02 -1.33
C -1.33 -2.73 0.22
C 3.29 2.21 -0.32
C -0.49 -0.45 0.71
C -2.58 -2.31 0.35
C -2.97 -0.85 0.45
H -3.40 -3.01 0.31
H 2.31 2.60 -2.08
H -0.98 -3.67 -0.18
H -2.06 0.98 0.85
H 0.83 -1.74 -0.36
H 3.40 4.02 -1.49
H 3.88 2.57 0.54
H 2.88 1.23 -0.27
```



iii) Density functional theory data (the ωB97M-V functional and the def2-TZVPD basis) for the molecule C6H8N2O2.

As for the total charge: 0. As for the gap between HOMO and LUMO (spin up / spin down): 8.5 / 8.5 eV. As for the highest occupied orbital energy (spin up / spin down): -8.85 / -8.85 eV. The calculation puts the LUMO energy (spin up / spin down) at -0.011 / -0.011 Ha.

```
18
C6H8N2O2 | OMol25 | the ωB97M-V functional and the def2-TZVPD basis
O -1.64 -2.41 -0.65
O -0.45 -3.23 0.93
N -0.25 1.55 -0.11
N -0.68 -2.33 0.11
C 1.40 -0.88 -0.15
C 2.00 0.54 0.14
C 1.13 1.67 -0.43
C 0.13 -1.24 0.27
C -1.00 0.63 0.08
C -2.46 0.41 0.21
H 1.54 2.62 0.11
H 1.37 1.77 -1.48
H -2.85 1.49 0.12
H -2.91 -0.19 -0.60
H 3.04 0.54 -0.32
H 2.02 0.56 1.22
H -2.51 -0.05 1.25
H 2.11 -1.44 -0.70
```



iv) Density functional theory data (the ωB97M-V functional and the def2-TZVPD basis) for the molecule C6H8N2O2.

Its SMILES is Oc1onc2c1CCNC2. As for the total charge: 0. As for the gap between HOMO and LUMO: 9.3 eV. As for the highest occupied orbital energy: -8.71 eV. The calculation puts the LUMO energy at 0.023 Ha.

```
18
C6H8N2O2 | OMol25 | the ωB97M-V functional and the def2-TZVPD basis
O 2.25 2.28 1.98
O 0.04 2.35 3.04
N 2.75 1.56 0.84
N 0.48 -0.99 -0.78
C 0.57 1.03 1.19
C 1.74 -0.18 -0.70
C 0.92 1.92 2.12
C -0.79 -0.30 -0.46
C 1.75 0.81 0.42
C -0.71 0.25 1.00
H 1.80 0.39 -1.61
H -1.59 0.85 1.20
H 2.63 -0.80 -0.68
H 0.53 2.91 3.63
H -1.63 -1.00 -0.54
H -0.96 0.58 -1.16
H -0.71 -0.58 1.70
H 0.47 -1.52 -1.66
```



Most stable of them? i).



i) Density functional theory data (the ωB97M-V functional and the def2-TZVPD basis) for a cluster of 2 separate species, C4H6F4NO in total.

As for the total charge: -1. As for the gap between HOMO and LUMO (spin up / spin down): 6.5 / 6.5 eV. As for the highest occupied orbital energy (spin up / spin down): -2.46 / -2.46 eV. The calculation puts the LUMO energy (spin up / spin down) at 0.150 / 0.150 Ha.

```
16
C4H6F4NO | OMol25 | the ωB97M-V functional and the def2-TZVPD basis
F 1.23 -1.86 0.47
F 0.77 -0.99 -1.51
F 1.82 0.66 1.47
F 3.06 0.29 -0.27
O -2.32 0.25 -1.00
N -1.93 0.04 0.16
C -2.30 -1.26 0.71
C 0.78 -0.69 -0.14
C 1.70 0.46 0.11
C 1.19 1.73 -0.54
H -3.24 -1.13 1.25
H -2.44 -2.03 -0.06
H 1.88 2.55 -0.33
H -1.53 -1.56 1.42
H 0.20 1.95 -0.14
H 1.12 1.58 -1.61
```



ii) Density functional theory data (the ωB97M-V functional and the def2-TZVPD basis) for a cluster of 2 separate species, C4H6F4NO in total.

As for the total charge: -1. As for the gap between HOMO and LUMO (spin up / spin down): 7.2 / 7.2 eV. As for the highest occupied orbital energy (spin up / spin down): -3.09 / -3.09 eV. The calculation puts the LUMO energy (spin up / spin down) at 0.150 / 0.150 Ha.

```
16
C4H6F4NO | OMol25 | the ωB97M-V functional and the def2-TZVPD basis
F -2.77 1.32 0.98
F 1.03 3.03 -0.71
F 2.15 2.41 1.10
F -1.96 1.69 -1.02
O 0.83 0.56 -1.53
N 1.46 0.78 -0.46
C 1.14 1.99 0.29
C -1.59 -0.44 -0.14
C 2.05 -0.16 0.23
C -1.63 1.05 0.19
H -0.75 1.52 0.62
H 2.32 -1.05 -0.20
H -2.52 -0.72 -0.55
H -0.87 -0.45 -0.88
H -1.34 -1.14 0.72
H 2.64 0.10 1.00
```



iii) Density functional theory data (the ωB97M-V functional and the def2-TZVPD basis) for the ion C4H6F4NO with charge -1.

Its SMILES is CN([O-])C(F)(F)C(C)(F)F. As for the total charge: -1. As for the gap between HOMO and LUMO: 6.6 eV. As for the highest occupied orbital energy: -2.37 eV. The calculation puts the LUMO energy at 0.155 Ha.

```
16
C4H6F4NO | OMol25 | the ωB97M-V functional and the def2-TZVPD basis
F 0.00 -1.21 1.39
F 2.73 -0.43 1.58
F 0.51 0.71 2.39
F 2.44 1.13 0.17
O -0.30 0.69 -1.22
N -0.44 0.90 0.13
C 0.51 0.08 1.13
C -1.74 0.62 0.73
C 1.87 -0.01 0.61
C 1.78 -1.01 -0.56
H 1.00 -0.34 -1.17
H -1.89 1.18 1.63
H 1.46 -1.95 -0.17
H 2.68 -1.09 -1.14
H -1.81 -0.47 0.84
H -2.48 1.11 -0.02
```



Most stable of them? iii).



i) Density functional theory data (the ωB97M-V functional and the def2-TZVPD basis) for a cluster of 2 separate species, C6H12O3 in total.

As for the total charge: 0. As for the gap between HOMO and LUMO: 8.3 eV. As for the highest occupied orbital energy: -7.65 eV. The calculation puts the LUMO energy at 0.024 Ha.

```
21
C6H12O3 | OMol25 | the ωB97M-V functional and the def2-TZVPD basis
O 2.03 0.09 0.59
O 2.54 -1.38 2.17
O 0.82 0.35 -1.81
C -0.92 -1.59 -1.08
C -1.94 0.07 0.56
C 0.24 2.00 -0.13
C -0.67 -0.42 -0.14
C 1.64 -0.77 1.38
C 0.20 0.60 -0.65
H -2.60 0.62 -0.12
H -2.50 -0.78 0.95
H 1.22 2.45 -0.32
H 3.42 -0.99 2.01
H 0.06 2.03 0.94
H 1.58 0.94 -1.91
H -1.55 -1.30 -1.93
H 0.09 -0.86 0.76
H -1.72 0.72 1.41
H -1.43 -2.39 -0.54
H 0.01 -1.99 -1.48
H -0.53 2.60 -0.64
```



ii) Density functional theory data (the ωB97M-V functional and the def2-TZVPD basis) for the molecule C6H12O3.

Its SMILES is C[C@@H](O)[C@@](C)(O)CC=O. As for the total charge: 0. As for the gap between HOMO and LUMO: 10.2 eV. As for the highest occupied orbital energy: -9.59 eV. The calculation puts the LUMO energy at 0.023 Ha.

```
21
C6H12O3 | OMol25 | the ωB97M-V functional and the def2-TZVPD basis
O -0.23 -1.56 0.19
O 3.55 -0.15 -0.48
O -2.16 0.27 0.98
C -1.69 0.59 -1.37
C 2.45 -0.64 -0.49
C -1.17 0.68 0.06
C 0.12 -0.19 0.29
C 1.18 0.09 -0.79
C 0.68 0.13 1.68
H -2.53 -0.56 0.66
H -0.67 -1.82 1.01
H -1.75 -0.45 -1.68
H 2.30 -1.72 -0.29
H 1.11 1.12 1.69
H -0.94 1.71 0.32
H -2.69 1.03 -1.41
H -0.12 0.09 2.41
H 1.36 1.16 -0.88
H 0.81 -0.31 -1.74
H -1.05 1.13 -2.06
H 1.45 -0.59 1.94
```



iii) Density functional theory data (the ωB97M-V functional and the def2-TZVPD basis) for the molecule C6H12O3.

As for the total charge: 0. As for the gap between HOMO and LUMO: 9.4 eV. As for the highest occupied orbital energy: -8.68 eV. The calculation puts the LUMO energy at 0.026 Ha.

```
21
C6H12O3 | OMol25 | the ωB97M-V functional and the def2-TZVPD basis
O -1.02 0.88 -1.37
O 1.37 -0.78 -0.97
O 1.73 1.42 -1.70
C -0.48 1.78 0.76
C -0.14 -0.75 0.21
C -1.06 -1.75 -0.42
C 1.37 0.55 -0.68
C 0.31 -1.05 1.60
C -0.21 0.67 -0.23
H -0.78 -1.88 -1.46
H 1.11 -0.39 1.92
H 0.62 -2.09 1.69
H -1.00 -2.72 0.08
H -0.78 0.22 -2.03
H -0.54 -0.89 2.28
H -2.09 -1.37 -0.39
H 0.16 1.70 1.64
H 1.26 1.14 -2.49
H 1.98 0.83 0.20
H -1.53 1.76 1.08
H -0.28 2.72 0.27
```



Most stable of them? ii).



i) Density functional theory data (the ωB97M-V functional and the def2-TZVPD basis) for the molecule CH4N2O3.

Its SMILES is O=C(NO)NO. As for the total charge: 0. As for the gap between HOMO and LUMO: 9.5 eV. As for the highest occupied orbital energy: -9.01 eV. The calculation puts the LUMO energy at 0.018 Ha.

```
10
CH4N2O3 | OMol25 | the ωB97M-V functional and the def2-TZVPD basis
O 1.74 -0.68 -0.40
O 0.23 1.29 0.32
O -1.82 -1.03 0.04
N 0.54 -1.01 0.14
N -0.66 0.81 -0.70
C -0.79 -0.49 -0.13
H 0.16 1.36 1.23
H -1.55 1.34 -0.74
H 0.48 -1.93 0.32
H 1.66 0.33 -0.07
```



ii) Density functional theory data (the ωB97M-V functional and the def2-TZVPD basis) for the molecule CH4N2O3.

Its SMILES is CNO[N+](=O)[O-]. As for the total charge: 0. As for the gap between HOMO and LUMO: 11.5 eV. As for the highest occupied orbital energy: -11.02 eV. The calculation puts the LUMO energy at 0.017 Ha.

```
10
CH4N2O3 | OMol25 | the ωB97M-V functional and the def2-TZVPD basis
O -2.00 0.41 -1.04
O -3.22 -0.04 0.73
O -3.96 1.17 -0.87
N -3.15 0.50 -0.32
N -0.86 -0.64 -0.40
C 0.14 0.16 0.22
H -0.55 -1.04 -1.28
H 0.90 -0.54 0.56
H -0.28 0.66 1.09
H 0.61 0.90 -0.44
```



Most stable of them? i).



i) Density functional theory data (the ωB97M-V functional and the def2-TZVPD basis) for a cluster of 2 separate species, CH4N2O3 in total.

Its SMILES is NC=O.O=NO. As for the total charge: 0. As for the gap between HOMO and LUMO: 10.1 eV. As for the highest occupied orbital energy: -9.58 eV. The calculation puts the LUMO energy at 0.020 Ha.

```
10
CH4N2O3 | OMol25 | the ωB97M-V functional and the def2-TZVPD basis
O 2.10 -0.99 -0.11
O 2.81 0.96 0.47
O -0.46 -1.30 0.10
N 1.94 0.31 -0.03
N -1.29 0.86 -0.31
C -1.29 -0.38 0.27
H -2.22 -0.50 0.82
H -2.18 1.35 -0.06
H -0.56 1.03 -1.00
H 1.15 -1.35 -0.16
```



ii) Density functional theory data (the ωB97M-V functional and the def2-TZVPD basis) for the molecule CH4N2O3.

Its SMILES is O=C(NO)NO. As for the total charge: 0. As for the gap between HOMO and LUMO: 9.5 eV. As for the highest occupied orbital energy: -9.31 eV. The calculation puts the LUMO energy at 0.005 Ha.

```
10
CH4N2O3 | OMol25 | the ωB97M-V functional and the def2-TZVPD basis
O 2.03 -0.41 -0.43
O -1.26 -0.43 -0.33
O -0.58 1.32 0.96
N -0.23 0.04 -1.13
N 0.50 0.40 0.97
C 0.89 -0.14 -0.33
H -0.03 -0.59 -1.96
H -1.23 -1.51 -0.28
H 1.41 0.65 1.31
H -1.51 0.67 1.23
```



Most stable of them? i).



i) Density functional theory data (the ωB97M-V functional and the def2-TZVPD basis) for the ion CN3O2S with charge -1.

As for the total charge: -1. As for the gap between HOMO and LUMO: 8.6 eV. As for the highest occupied orbital energy: -5.00 eV. The calculation puts the LUMO energy at 0.131 Ha.

```
7
CN3O2S | OMol25 | the ωB97M-V functional and the def2-TZVPD basis
S -0.85 -0.96 0.05
O 2.53 0.82 0.04
O 1.69 -1.18 -0.13
N -3.16 0.64 -0.07
N 1.56 0.05 0.00
N 0.43 0.61 0.11
C -2.20 0.01 -0.01
```



ii) Density functional theory data (the ωB97M-V functional and the def2-TZVPD basis) for a cluster of 2 separate species, CN3O2S in total.

As for the total charge: -1. As for the gap between HOMO and LUMO (spin up / spin down): 7.0 / 7.0 eV. As for the highest occupied orbital energy (spin up / spin down): -3.84 / -3.84 eV. The calculation puts the LUMO energy (spin up / spin down) at 0.115 / 0.115 Ha.

```
7
CN3O2S | OMol25 | the ωB97M-V functional and the def2-TZVPD basis
S -1.36 0.44 -0.31
O 2.98 -0.56 -0.46
O 1.99 1.27 0.52
N 1.36 -0.84 -0.29
N 1.94 0.20 0.04
N -3.99 -0.42 0.40
C -2.92 -0.08 0.10
```



Most stable of them? i).